# 1
ORCA calculation (ωB97M-V/def2-TZVPD) on 17 unconnected molecules or ions with the total composition C19H8Cl64FS at a distorted geometry.

```
93
Properties=species:S:1:pos:R:3:mulliken_charge:R:1
C -3.82 1.47 4.30 -0.66
C -3.31 1.72 2.76 0.03
C -1.72 2.04 2.60 0.40
F -1.48 2.52 1.20 -0.22
S -1.05 3.37 3.75 -0.06
H -3.81 0.33 4.63 0.20
H -4.96 1.83 4.37 0.18
H -3.25 2.09 5.12 0.21
H -3.98 2.52 2.18 0.34
H -3.51 0.69 2.18 -0.25
H -1.04 1.07 2.76 0.02
H -0.74 2.66 4.95 0.29
H -2.02 4.32 4.10 0.34
C -3.46 -2.08 0.56 -0.03
Cl -5.08 -1.39 0.27 0.01
Cl -3.42 -3.77 -0.02 0.02
Cl -2.25 -1.12 -0.32 0.13
Cl -3.10 -2.04 2.30 -0.07
C -1.33 -2.07 -4.32 0.15
Cl -2.25 -2.70 -2.93 -0.02
Cl -1.63 -0.32 -4.49 -0.01
Cl 0.41 -2.35 -4.05 -0.09
Cl -1.84 -2.91 -5.80 -0.09
C 2.12 -0.08 1.92 0.07
Cl 2.50 1.59 1.44 0.01
Cl 3.52 -1.13 1.60 -0.09
Cl 1.74 -0.12 3.66 0.01
Cl 0.72 -0.66 0.99 0.05
C -0.81 3.50 -2.74 -0.10
Cl 0.73 2.69 -3.14 0.12
Cl -2.08 2.94 -3.86 -0.03
Cl -1.27 3.10 -1.07 0.23
Cl -0.61 5.26 -2.90 0.00
C 4.64 2.01 -3.60 0.06
Cl 5.02 3.68 -4.08 -0.12
Cl 6.04 0.96 -3.92 0.00
Cl 4.25 1.97 -1.86 0.08
Cl 3.23 1.43 -4.53 0.00
C -1.26 -7.56 0.49 0.33
Cl -0.55 -6.17 1.34 -0.06
Cl -2.79 -7.06 -0.29 -0.10
Cl -0.13 -8.15 -0.75 -0.09
Cl -1.59 -8.87 1.66 -0.07
C -8.72 -0.08 2.14 0.27
Cl -8.06 -0.65 0.59 -0.09
Cl -7.59 1.09 2.87 -0.09
Cl -10.30 0.71 1.86 -0.08
Cl -8.94 -1.46 3.24 0.00
C 1.31 -12.06 2.39 0.30
Cl 3.08 -12.31 2.36 -0.10
Cl 0.92 -10.51 1.59 0.00
Cl 0.51 -13.39 1.53 -0.09
Cl 0.74 -12.01 4.08 -0.10
C 9.89 -0.30 -2.60 0.32
Cl 11.43 -1.11 -3.00 -0.10
Cl 8.62 -0.86 -3.71 -0.09
Cl 9.43 -0.70 -0.92 -0.04
Cl 10.09 1.46 -2.76 -0.09
C 3.01 2.42 -8.64 0.29
Cl 3.14 0.81 -9.40 -0.09
Cl 4.25 2.59 -7.38 -0.04
Cl 3.25 3.68 -9.88 -0.10
Cl 1.39 2.60 -7.92 -0.07
C 10.61 -3.11 2.25 0.31
Cl 11.47 -1.74 2.99 -0.09
Cl 10.91 -3.12 0.50 -0.06
Cl 11.19 -4.64 2.96 -0.10
Cl 8.86 -2.95 2.55 -0.09
C -0.16 -0.95 7.11 0.21
Cl 1.60 -1.20 7.08 -0.06
Cl -0.55 0.60 6.31 -0.07
Cl -0.96 -2.28 6.24 -0.06
Cl -0.73 -0.90 8.79 -0.07
C -4.33 6.64 -3.17 0.22
Cl -3.79 5.96 -4.72 -0.05
Cl -3.93 5.52 -1.85 -0.03
Cl -3.52 8.20 -2.89 -0.06
Cl -6.10 6.89 -3.22 -0.09
C -1.33 9.25 -6.47 0.23
Cl -0.78 8.57 -8.02 -0.09
Cl -0.92 8.13 -5.15 0.01
Cl -0.51 10.81 -6.19 -0.09
Cl -3.09 9.50 -6.52 -0.08
C -10.26 -4.93 4.84 0.36
Cl -9.40 -3.56 5.58 -0.11
Cl -9.96 -4.94 3.09 -0.09
Cl -9.68 -6.46 5.55 -0.08
Cl -12.01 -4.77 5.14 -0.08
C 7.02 4.07 0.86 0.17
Cl 8.14 3.45 -0.38 -0.01
Cl 5.43 3.29 0.68 0.01
Cl 7.68 3.72 2.48 -0.10
Cl 6.84 5.84 0.66 -0.09
```

## Properties
energy above the lowest of the compared OMol25 structures with the same formula, charge and spin	2.8697	eV
charge	+1
E_tot	-834804.978	eV
LUMO energy	-4.1	eV

***

# 2
ORCA calculation (ωB97M-V/def2-TZVPD) on a molecular structure, C19H9BCl5F2NO4PtS.

```
43
Properties=species:S:1:pos:R:3:mulliken_charge:R:1
Pt 0.37 -0.77 -0.67 1.12
O 3.21 -2.10 2.70 -0.44
C 2.59 -2.04 1.55 0.03
O 3.08 -1.40 0.62 -0.49
C 1.37 -2.87 1.46 0.93
C 1.17 -3.96 2.27 -0.73
C 0.10 -4.81 1.98 -0.47
C -0.67 -4.56 0.87 -0.60
C -0.41 -3.42 0.10 0.52
N 0.56 -2.58 0.43 0.13
C -1.17 -3.13 -1.20 0.23
O -1.97 -3.96 -1.57 -0.67
O -0.83 -2.03 -1.78 -0.75
H 4.01 -1.55 2.65 0.38
H 1.85 -4.16 3.09 0.53
H -0.09 -5.67 2.60 0.46
H -1.48 -5.20 0.55 0.56
Cl 1.70 0.43 -3.69 -0.20
C 0.35 1.25 -3.00 0.51
C -0.24 0.77 -1.83 -1.32
C -1.46 1.32 -1.48 0.92
Cl -2.33 0.60 -0.16 -0.07
C -2.03 2.40 -2.15 0.03
Cl -3.52 3.08 -1.62 -0.16
C -1.35 2.95 -3.23 0.15
Cl -1.98 4.34 -4.03 -0.19
C -0.17 2.36 -3.68 0.29
Cl 0.62 2.98 -5.07 -0.19
F 3.29 -0.09 -1.27 -0.22
B 2.51 -1.10 -0.89 0.30
F 2.61 -2.28 -1.55 -0.17
S 1.27 0.70 0.92 -0.49
C 0.04 1.95 1.22 0.29
C -0.81 1.84 2.31 -0.37
C -1.71 2.86 2.60 -0.57
C -1.76 3.99 1.79 -0.43
C -0.90 4.10 0.71 -0.78
C 0.01 3.09 0.43 -0.19
H -0.77 0.95 2.93 0.41
H -2.37 2.77 3.45 0.37
H -2.47 4.77 2.01 0.41
H -0.93 4.98 0.08 0.42
H 0.69 3.18 -0.41 0.51
```

## Properties
energy above the lowest of the compared OMol25 structures with the same formula, charge and spin	0.2706	eV
charge	0
E_tot	-112339.727	eV
LUMO energy	-1.9	eV

***

# 3
ORCA calculation (ωB97M-V/def2-TZVPD) on C2 in the gas phase at a distorted geometry.

```
2
Properties=species:S:1:pos:R:3:mulliken_charge:R:1
C 0.60 0.38 0.33 0.00
C -0.60 -0.38 -0.33 0.00
```

## Properties
energy above the lowest of the compared OMol25 structures with the same formula, charge and spin	0.8801	eV
charge	0
E_tot	-2063.852	eV
LUMO energy	-3.9	eV

***

# 4
ORCA calculation (ωB97M-V/def2-TZVPD) on a molecular structure, C20H10BrF3NO5Tl.

```
41
Properties=species:S:1:pos:R:3:mulliken_charge:R:1
Tl 0.29 -0.97 -1.33 0.56
O 3.84 1.43 3.62 -0.76
C 3.30 1.10 2.58 0.40
C 2.11 1.76 1.96 0.17
O 1.59 2.81 2.34 -0.74
C 1.69 0.91 0.85 0.74
C 2.67 -0.13 0.65 0.69
O 2.61 -0.98 -0.28 -0.92
C 3.71 -0.03 1.68 0.26
O 4.72 -0.71 1.81 -0.77
O 0.65 1.02 0.15 -0.76
C 0.89 5.67 0.24 -1.44
C -0.08 4.58 -0.14 0.94
C -0.93 4.02 0.81 -0.21
C -1.78 3.00 0.45 -0.25
C -1.72 2.58 -0.86 0.20
Br -2.77 1.08 -1.39 -0.23
N -0.98 3.11 -1.80 -0.59
C -0.16 4.09 -1.43 -0.46
H 0.36 6.61 0.42 0.31
H 1.64 5.82 -0.54 0.35
H 1.40 5.38 1.17 0.33
H -0.88 4.37 1.83 0.28
H -2.41 2.50 1.17 0.38
H 0.48 4.48 -2.22 0.33
F 2.41 -1.78 7.95 -0.26
C 1.41 -2.59 7.53 0.85
F 1.84 -3.86 7.80 -0.28
F 0.37 -2.37 8.37 -0.30
C 1.05 -2.41 6.10 0.50
C 2.05 -2.52 5.14 -0.78
C 1.74 -2.38 3.80 -0.52
C 0.42 -2.13 3.39 0.63
C -0.56 -1.99 4.38 -0.68
C -0.26 -2.12 5.72 -0.44
C 0.08 -2.04 2.01 -0.20
C -0.21 -1.96 0.82 -0.94
H 3.07 -2.72 5.45 0.35
H 2.52 -2.44 3.05 0.45
H -1.57 -1.75 4.07 0.42
H -1.02 -2.01 6.47 0.40
```

## Properties
charge	-2
E_tot	-115518.401	eV
LUMO energy	4.4	eV

***

# 5
ORCA calculation (ωB97M-V/def2-TZVPD) on a molecular structure, C20H10Cl5F6N2O4S2Ti at a distorted geometry.

```
50
Properties=species:S:1:pos:R:3:mulliken_charge:R:1
Ti -0.29 0.23 -0.87 0.38
N 1.67 -0.80 -0.77 -0.14
C 2.36 -1.16 0.43 0.46
C 3.73 -1.39 0.35 -0.75
C 4.44 -1.88 1.43 -0.58
C 3.75 -2.20 2.59 -0.75
C 2.40 -1.94 2.69 -0.88
C 1.67 -1.37 1.64 0.32
C 0.26 -0.99 1.85 1.21
C -0.14 -0.72 3.16 -1.01
C -1.44 -0.39 3.46 -0.84
C -2.39 -0.34 2.45 -0.79
C -1.99 -0.55 1.14 -0.07
C -0.67 -0.86 0.79 0.25
H 2.35 -0.45 -1.46 0.36
H 1.25 -1.65 -1.15 0.38
H 4.25 -1.18 -0.58 0.39
H 5.51 -2.06 1.36 0.39
H 4.27 -2.64 3.43 0.38
H 1.89 -2.20 3.60 0.47
H 0.59 -0.70 3.96 0.40
H -1.71 -0.14 4.47 0.34
H -3.41 -0.07 2.68 0.35
H -2.75 -0.48 0.35 0.41
F -2.37 2.48 3.71 -0.23
C -1.31 3.14 3.23 0.31
F -0.35 3.05 4.18 -0.30
F -1.63 4.42 3.10 -0.28
S -0.34 2.45 1.33 0.93
O 0.36 1.49 0.34 -0.45
O 0.15 3.78 1.02 -0.66
N -1.93 2.42 0.80 -0.28
S -2.04 2.55 -0.71 0.76
O -3.25 3.16 -1.17 -0.70
O -1.75 1.30 -1.45 -0.54
C -0.70 3.60 -1.56 0.61
F -1.08 3.53 -2.85 -0.28
F 0.53 3.05 -1.54 -0.12
F -0.61 4.89 -1.27 -0.24
Cl -2.32 -2.79 -1.33 -0.16
C -1.50 -2.15 -2.70 0.72
C -0.68 -1.04 -2.45 -1.11
C -0.03 -0.57 -3.60 1.10
Cl 0.98 0.82 -3.29 -0.20
C -0.13 -1.12 -4.87 -0.39
Cl 0.74 -0.47 -6.21 -0.22
C -0.95 -2.24 -5.04 0.74
Cl -1.06 -2.99 -6.59 -0.20
C -1.66 -2.74 -3.94 -0.25
Cl -2.71 -4.08 -4.16 -0.20
```

## Properties
energy above the lowest of the compared OMol25 structures with the same formula, charge and spin	4.3884	eV
charge	-1
E_tot	-155774.116	eV
LUMO energy	1.9	eV

***

# 6
ORCA calculation (ωB97M-V/def2-TZVPD) on 39 unconnected molecules or ions with the total composition C20H110BrF3NO42S at a distorted geometry.

```
178
Properties=species:S:1:pos:R:3:mulliken_charge:R:1
C 2.95 2.89 0.02 -1.53
C 2.17 3.28 -1.24 0.91
O 0.83 3.75 -0.86 -0.57
C -0.16 2.94 -1.29 -0.04
O -0.38 2.80 -2.50 -0.35
C -0.98 2.27 -0.23 0.30
C -0.23 1.21 0.56 -1.67
C 0.21 0.02 -0.30 1.67
C 1.33 -0.78 0.36 -0.74
S 0.80 -1.19 2.06 -0.50
C 0.01 -2.62 1.45 0.57
O -0.97 -3.30 1.95 -0.56
C -2.19 -2.50 2.27 -2.08
C -2.93 -2.23 0.99 2.78
C -3.36 -3.53 0.34 -2.00
C -4.07 -1.29 1.35 -1.89
C -4.96 -0.85 0.19 1.38
C -4.45 0.47 -0.40 -1.45
C -6.39 -0.65 0.70 -2.00
N 0.57 -2.98 0.31 0.96
C 1.60 -2.17 -0.22 -0.30
Br 3.45 -2.60 0.41 -0.07
C 1.68 -2.17 -1.76 0.18
C 0.60 -2.97 -2.47 -1.48
O -0.76 -2.62 -2.18 0.18
C -1.23 -1.48 -2.86 1.25
C -1.68 -1.82 -4.27 0.15
F -2.67 -0.94 -4.64 -0.17
F -0.68 -1.68 -5.19 -0.28
F -2.19 -3.07 -4.39 -0.24
H 3.83 3.51 0.12 0.38
H 2.32 3.02 0.88 0.37
H 3.25 1.85 -0.05 0.29
H 2.10 2.44 -1.93 -0.48
H 2.67 4.11 -1.70 0.49
H -1.32 3.01 0.49 0.83
H -1.86 1.83 -0.66 -0.67
H 0.65 1.61 1.06 0.50
H -0.90 0.88 1.35 0.48
H 0.53 0.41 -1.26 0.35
H -0.64 -0.64 -0.45 -0.69
H 2.22 -0.16 0.36 0.90
H -1.93 -1.58 2.78 0.87
H -2.81 -3.10 2.92 0.79
H -2.28 -1.71 0.28 -0.78
H -3.88 -4.13 1.08 0.57
H -4.06 -3.36 -0.46 0.50
H -2.53 -4.07 -0.10 0.25
H -4.69 -1.77 2.11 0.49
H -3.63 -0.40 1.80 0.66
H -5.00 -1.57 -0.63 -0.05
H -4.45 1.25 0.35 0.52
H -3.45 0.31 -0.79 -0.36
H -5.07 0.78 -1.24 0.46
H -6.66 -1.40 1.44 0.47
H -6.51 0.33 1.14 0.36
H -7.10 -0.72 -0.11 0.52
H 0.20 -3.81 -0.13 0.48
H 1.69 -1.13 -2.09 -1.20
H 2.61 -2.64 -2.05 1.33
H 0.73 -4.01 -2.18 0.62
H 0.77 -2.88 -3.53 0.66
H -2.10 -1.13 -2.32 -0.67
H -0.49 -0.68 -2.90 -0.32
O 3.15 6.19 -2.77 -0.61
H 4.03 6.35 -3.14 0.26
H 2.58 6.11 -3.54 0.30
O 2.66 0.84 -3.43 -0.69
H 2.07 0.24 -3.90 0.32
H 2.79 1.57 -4.03 0.28
O 1.35 -5.44 1.98 -0.56
H 1.78 -5.43 2.84 0.33
H 0.57 -4.89 2.10 0.30
O -3.81 3.76 -1.17 -0.54
H -2.96 3.72 -1.62 0.28
H -4.23 4.52 -1.56 0.30
O -1.20 3.86 2.48 -0.46
H -0.53 4.54 2.67 0.27
H -1.93 4.09 3.07 0.22
O 5.72 -3.28 3.44 -0.60
H 6.60 -3.17 3.06 0.35
H 5.14 -3.25 2.68 0.15
O 3.00 -1.68 -4.53 -0.42
H 3.75 -1.08 -4.55 0.26
H 3.14 -2.29 -5.26 0.21
O 2.58 -5.32 -3.33 -0.52
H 1.72 -5.57 -3.68 0.26
H 2.67 -5.87 -2.54 0.28
O -3.71 -4.44 -2.45 -0.54
H -2.82 -4.28 -2.80 0.18
H -4.27 -4.52 -3.23 0.32
O 0.59 7.61 -1.91 -0.59
H 1.46 7.22 -2.08 0.26
H 0.20 7.77 -2.77 0.32
O -8.58 -0.89 2.69 -0.55
H -9.42 -0.65 2.29 0.26
H -8.78 -1.03 3.62 0.26
O 2.44 -8.13 1.73 -0.62
H 3.28 -8.15 1.26 0.31
H 2.02 -7.30 1.46 0.32
O -0.27 6.10 4.25 -0.58
H 0.40 6.76 4.41 0.30
H -0.99 6.33 4.84 0.28
O 6.72 -1.22 1.53 -0.57
H 6.16 -1.81 1.00 0.23
H 6.80 -0.44 0.98 0.29
O 7.68 -1.82 5.56 -0.62
H 7.11 -2.41 5.06 0.30
H 7.79 -1.06 4.99 0.27
O -3.60 4.92 -3.72 -0.66
H -3.77 4.16 -4.29 0.35
H -2.64 4.96 -3.66 0.28
O -3.05 2.09 -4.15 -0.56
H -3.09 1.30 -4.70 0.23
H -2.10 2.28 -4.06 0.31
O 1.39 3.01 -5.25 -0.70
H 0.59 3.35 -5.66 0.31
H 1.14 2.92 -4.32 0.27
O 3.66 9.00 -1.74 -0.60
H 2.81 8.80 -2.14 0.35
H 3.72 8.43 -0.97 0.29
O 6.16 -1.75 -1.24 -0.58
H 5.91 -2.44 -1.86 0.28
H 7.12 -1.75 -1.26 0.30
O -6.16 -5.04 0.13 -0.60
H -5.30 -5.35 -0.19 0.34
H -6.26 -5.48 0.98 0.30
O 5.37 7.49 0.71 -0.64
H 6.01 6.81 0.50 0.32
H 5.87 8.32 0.64 0.36
O -1.63 -3.58 5.31 -0.63
H -1.35 -3.41 4.41 0.34
H -1.08 -2.97 5.82 0.31
O 6.15 10.30 0.92 -0.68
H 6.53 10.40 1.79 0.32
H 5.36 10.85 0.93 0.32
O -4.55 5.73 -6.76 -0.63
H -4.19 5.82 -5.87 0.34
H -5.33 6.29 -6.76 0.31
O 1.77 -7.53 -1.85 -0.58
H 0.90 -7.76 -2.20 0.26
H 1.86 -8.08 -1.06 0.31
O -8.65 0.07 5.64 -0.61
H -8.05 0.79 5.85 0.30
H -9.38 0.18 6.26 0.29
O 4.02 -4.00 -6.09 -0.66
H 4.81 -4.45 -6.41 0.30
H 3.86 -4.39 -5.22 0.30
O 9.23 0.39 7.16 -0.61
H 8.64 -0.16 6.63 0.32
H 9.37 1.19 6.64 0.35
O 0.86 9.40 0.40 -0.65
H 0.74 8.67 -0.23 0.32
H 1.81 9.55 0.41 0.31
O 7.48 -1.53 8.63 -0.65
H 8.21 -0.91 8.68 0.35
H 7.61 -1.98 7.79 0.30
O -5.76 -0.80 4.87 -0.48
H -5.27 -1.24 5.58 0.29
H -6.61 -0.59 5.29 0.25
O 9.62 3.12 7.76 -0.66
H 10.06 2.59 8.43 0.33
H 8.79 3.38 8.17 0.33
O -1.00 -0.65 5.14 -0.58
H -0.16 -0.67 4.68 0.31
H -1.45 0.13 4.82 0.29
O -5.38 -2.41 -4.04 -0.57
H -4.50 -2.23 -4.39 0.25
H -5.93 -2.49 -4.82 0.27
O -6.34 -3.04 6.65 -0.58
H -7.19 -3.27 6.27 0.30
H -6.24 -3.62 7.42 0.29
O -0.59 -6.42 -3.76 -0.57
H -1.16 -7.07 -4.18 0.27
H -0.56 -5.69 -4.39 0.29
O -3.75 -2.48 -7.48 -0.67
H -3.31 -2.34 -6.64 0.35
H -4.58 -2.01 -7.40 0.31
```

## Properties
charge	+1
E_tot	-199035.910	eV
LUMO energy	-3.7	eV

***

# 7
ORCA calculation (ωB97M-V/def2-TZVPD) on a molecular structure, C20H13BrIN5O4Pd at a distorted geometry.

```
45
Properties=species:S:1:pos:R:3:mulliken_charge:R:1
Pd -0.06 -0.88 0.41 0.55
N 3.32 1.34 -1.10 0.15
C 2.81 0.26 -0.52 -0.23
N 1.50 0.29 -0.65 0.09
C 1.27 1.46 -1.32 0.11
N 2.36 2.12 -1.60 -0.60
C -1.04 1.69 -0.89 1.46
C -2.18 2.49 -1.41 -0.10
N -3.37 2.19 -1.01 -0.24
C -3.66 1.04 -0.47 -0.41
C -2.67 -0.02 -0.60 0.13
N -1.45 0.29 -0.84 -0.55
H 4.28 1.61 -1.20 0.20
H 3.36 -0.53 -0.02 0.52
H -2.02 3.25 -2.17 0.49
H -4.60 0.92 0.05 0.45
H -2.92 -1.07 -0.49 0.55
I -0.38 8.23 2.15 0.24
C -0.46 6.21 1.63 -0.13
C -0.27 5.83 0.30 -0.91
C -0.33 4.50 -0.06 -0.28
C -0.58 3.52 0.92 0.51
C -0.75 3.91 2.26 -0.69
C -0.70 5.25 2.61 -0.56
C -0.66 2.11 0.62 0.30
O -0.48 1.21 1.41 -0.48
O 0.06 1.91 -1.72 -0.38
H -0.07 6.58 -0.46 0.43
H -0.13 4.22 -1.08 0.53
H -0.95 3.16 3.01 0.46
H -0.85 5.54 3.64 0.42
Br -2.23 -5.57 0.03 -0.15
C -0.36 -5.84 -0.11 0.16
C 0.05 -7.14 -0.36 -0.51
C 1.40 -7.43 -0.46 -0.43
C 2.36 -6.44 -0.29 -0.75
C 1.95 -5.15 -0.02 -0.40
C 0.60 -4.82 0.07 0.26
C 0.31 -3.39 0.31 1.60
O 1.24 -2.60 0.67 -0.74
O -0.84 -2.86 0.15 -0.69
H -0.68 -7.93 -0.46 0.43
H 1.71 -8.44 -0.68 0.40
H 3.41 -6.68 -0.37 0.40
H 2.69 -4.36 0.12 0.39
```

## Properties
charge	+2
E_tot	-118194.189	eV
LUMO energy (spin up / spin down)	-10.5 / -10.5	eV

***

# 8
ORCA calculation (ωB97M-V/def2-TZVPD) on C20H13BrN4O3S in the gas phase at a distorted geometry.

```
42
Properties=species:S:1:pos:R:3:mulliken_charge:R:1
N -1.28 -0.44 -7.62 -0.43
C -0.72 0.54 -6.86 0.55
O -0.34 1.51 -7.48 -0.62
C -0.46 0.42 -5.41 0.71
C -0.74 -0.76 -4.63 -0.61
C -0.39 -0.83 -3.30 -0.74
C 0.12 0.29 -2.65 0.57
C 0.28 0.35 -1.20 0.31
N 0.12 -0.69 -0.41 -0.64
C 0.37 -0.25 0.88 1.04
C 0.22 -1.16 2.03 -0.08
C 0.66 -2.50 2.01 -0.78
C 0.40 -3.35 3.08 -0.80
C -0.20 -2.82 4.25 0.97
C -0.64 -1.52 4.31 0.75
C -0.46 -0.72 3.20 -1.00
O -1.21 -1.25 5.51 -0.50
C -1.18 -2.50 6.22 -0.23
O -0.45 -3.44 5.41 -0.49
C 0.66 1.07 0.85 -0.05
C 0.98 1.95 1.96 0.04
N 0.70 3.21 1.82 -0.54
C 1.13 3.94 2.91 -0.31
Br 0.79 5.83 3.03 -0.15
C 1.78 3.22 3.86 -0.09
S 1.90 1.57 3.45 -0.03
N 0.63 1.42 -0.49 -0.04
C 0.34 1.49 -3.35 -0.42
C 0.06 1.56 -4.72 -0.76
H -1.74 -1.22 -7.11 0.20
H -1.67 -0.13 -8.49 0.26
H -1.13 -1.68 -5.13 0.17
H -0.60 -1.76 -2.72 0.40
H 1.11 -2.90 1.11 0.45
H 0.68 -4.43 3.04 0.36
H -0.78 0.31 3.33 0.60
H -0.68 -2.38 7.16 0.25
H -2.20 -2.84 6.39 0.26
H 2.20 3.64 4.74 0.50
H 0.74 2.36 -0.87 0.30
H 0.74 2.39 -2.87 0.20
H 0.28 2.50 -5.23 0.42
```

## Properties
charge	0
SMILES string	NC(=O)c1ccc(-c2nc(-c3ccc4c(c3)OCO4)c(-c3nc(Br)cs3)[nH]2)cc1
E_tot	-113931.662	eV
LUMO energy	-0.3	eV

***

What is the charge in the fifth record? -1